[1]
12
Properties=species:S:1:pos:R:3 method="wB97M-V/def2-TZVPD" molar_mass_g_mol=92.0 lumo_energy_ev="-5.06 / -5.08" charge=+1 s_squared=0.77 multiplicity=2 de_lowest_ev=1.767 homo_lumo_gap_ev="7.2 / 8.6" e_tot_ev=-8517.3002 homo_ha="-0.451 / -0.502"
C 1.66 0.96 -1.04
C -1.46 -0.23 0.86
O -2.08 -1.41 0.36
O 2.85 1.02 -1.09
C -0.02 -0.23 0.47
H -1.97 0.67 0.48
C 0.49 0.66 -0.45
H -2.91 -1.55 0.82
Li 4.12 0.70 -1.52
H 0.25 0.65 -1.70
H 0.61 -1.04 0.84
H -1.53 -0.21 1.97



[2]
65
Properties=species:S:1:pos:R:3 method="wB97M-V/def2-TZVPD" molar_mass_g_mol=503.5 lumo_energy_ev="-15.12 / -15.21" charge=+4 s_squared=2.35 multiplicity=3 de_lowest_ev=2.097 homo_lumo_gap_ev="5.0 / 4.3" e_tot_ev=-62353.4660 homo_ha="-0.739 / -0.719"
H -4.42 1.63 0.85
C -3.69 0.87 0.58
C 1.49 -2.82 0.58
P 0.67 1.16 -1.70
C -0.56 1.59 -2.96
H -1.28 -0.76 4.87
H 2.02 0.56 -3.52
C -2.05 1.98 2.71
C -1.15 -1.64 4.21
C 1.86 0.09 -2.54
H -0.62 2.68 -2.94
H -1.10 3.72 0.36
H 3.11 0.28 3.97
C -1.01 -2.16 -2.57
H 3.76 -0.10 0.92
H -0.78 -4.15 -5.85
H 0.96 -2.92 -2.05
H -2.90 2.65 2.88
H 1.43 -0.92 -2.68
H 4.31 1.21 2.03
C -1.03 -1.25 2.83
C 1.57 2.64 -1.17
P 1.98 1.01 2.11
H -2.89 3.72 0.38
H 2.22 -1.12 3.32
H 1.06 0.41 0.93
C 2.15 -0.05 3.54
C 1.70 2.75 2.51
C 0.24 -3.63 -4.00
P -2.09 1.62 0.97
H 2.00 -2.38 -0.27
H 1.69 -2.19 1.46
C -0.83 -3.58 -4.92
H -3.75 0.64 -0.49
H 2.60 3.10 3.05
S -1.50 -1.52 -1.04
H -1.12 2.47 3.00
Mo -0.51 0.31 0.06
H -0.24 -2.18 4.53
H 0.83 2.84 3.17
H 0.32 -4.50 -0.21
H 1.56 3.36 1.60
C 3.59 0.93 1.26
H -2.79 -1.30 -3.29
H -0.32 -3.61 1.27
C -1.89 -2.69 -4.72
C -2.00 -1.99 -3.54
H -3.87 -0.06 1.14
H 1.87 3.16 -2.09
H 3.68 1.62 0.40
H -2.68 -2.58 -5.45
C 0.15 -2.93 -2.79
H 1.36 0.10 4.28
H 2.45 2.39 -0.57
N -0.87 -1.06 1.69
H 2.77 0.03 -1.94
H -2.17 1.07 3.30
H 1.09 -4.30 -4.21
H 0.92 3.30 -0.56
H -1.53 1.15 -2.69
C 0.52 -3.76 0.58
H -2.00 3.03 -1.00
C -2.00 3.17 0.08
H -0.27 1.21 -3.95
H -2.03 -2.30 4.32



[3]
108
Properties=species:S:1:pos:R:3 method="wB97M-V/def2-TZVPD" molar_mass_g_mol=924.6 lumo_energy_ev=-4.63 charge=+1 homo_lumo_gap_ev=6.2 e_tot_ev=-153058.0348 homo_ha=-0.399
C 5.08 6.38 5.06
H -0.21 -2.13 1.30
H 4.32 -2.15 -0.31
H 3.43 4.93 8.00
C -2.69 6.70 -1.22
H 3.91 -4.68 2.24
H -2.39 -5.95 -7.98
C -1.80 -5.06 -7.76
H 2.68 -2.66 -0.61
H 3.75 3.70 6.54
H 0.24 -0.54 0.63
H -1.23 7.58 5.07
H -0.84 -5.36 -7.31
H -4.24 -3.15 -10.49
C -5.13 -1.20 2.89
C -3.83 0.62 0.43
O 1.00 2.17 3.37
N 0.32 5.17 4.63
H -2.21 3.70 1.30
H -5.53 -0.31 2.40
C -3.71 -1.49 2.44
N -0.23 7.64 4.71
H -2.44 6.95 -0.19
H -4.39 5.78 0.75
C 3.28 -1.82 -0.26
O 2.69 -1.56 -4.93
H 2.08 -0.20 -1.07
H -1.55 -4.54 -8.68
H -3.85 -4.60 -9.53
O 1.05 -1.80 -3.41
C 4.59 -5.17 1.54
H 3.36 -0.79 -2.15
H -0.50 -1.19 -5.48
H 2.66 -8.66 2.57
Br 2.52 8.21 6.70
H -3.58 0.86 1.46
H -4.88 0.85 0.25
I 5.75 6.80 8.21
C 0.48 -1.56 -5.79
H -0.30 -1.48 -1.92
O 1.66 -1.44 2.91
C 1.48 4.47 5.29
N 2.43 5.36 6.08
H -5.79 -2.03 2.63
H -3.74 6.94 -1.40
N 1.87 6.62 5.93
C 3.89 -5.38 0.23
C -1.06 -3.00 -3.22
C -2.54 -4.22 -6.77
H 3.75 0.23 -0.75
H 6.15 6.16 4.58
H 4.52 -7.87 1.06
H 0.09 8.45 4.12
H -4.02 5.04 2.32
O -3.38 -1.14 -1.10
H -2.09 -2.93 -2.85
H -0.81 -0.84 -3.47
H 2.76 -6.89 2.66
H -1.09 -3.26 -4.29
O -3.33 -3.22 -7.23
H 5.86 4.70 6.40
C -0.32 -1.70 -2.99
C 3.47 -7.74 0.79
H 1.51 -7.63 1.68
H 0.37 -2.56 -6.23
C 1.48 -1.61 -4.68
O 3.81 -4.46 -0.59
H -2.06 7.34 -1.84
C -3.58 -0.81 0.07
H -3.35 -2.39 2.95
C 1.79 -1.54 1.69
H -5.17 -1.04 3.97
O 0.10 2.00 5.99
C 5.05 5.57 6.49
H -3.20 1.25 -0.19
H -0.55 -3.82 -2.71
H -5.23 -3.60 -9.08
C 3.63 4.84 6.84
H -3.72 -1.70 -8.53
H 5.46 -4.52 1.37
C -3.99 4.89 1.24
H 4.23 6.11 4.31
H 1.42 1.25 3.23
C 2.55 -7.74 2.00
H -4.64 4.06 0.98
O -2.52 4.33 -0.62
P 1.47 2.58 5.01
C -2.44 5.27 -1.58
C -2.57 4.60 0.79
H 0.84 -0.86 -6.55
O -2.23 4.95 -2.75
H 5.11 7.54 5.34
H 0.29 2.20 6.97
O 3.02 -1.53 1.13
O -2.50 -4.47 -5.57
O -3.66 -1.76 1.03
H -2.30 -2.64 -8.95
C -4.21 -3.56 -9.47
H 3.21 -8.59 0.15
H 0.75 -2.06 -0.16
C 0.58 -1.56 0.80
C -3.32 -2.72 -8.58
H -3.01 -0.69 2.71
C 3.11 -0.58 -1.11
H -1.87 5.40 1.06
C 0.60 6.60 5.06
O 3.28 -6.56 0.00
H 4.98 -6.08 1.98



[4]
45
Properties=species:S:1:pos:R:3 method="wB97M-V/def2-TZVPD" molar_mass_g_mol=506.4 lumo_energy_ev="-2.67 / -4.77" charge=+1 s_squared=6.01 multiplicity=5 de_lowest_ev=1.500 homo_lumo_gap_ev="6.1 / 6.4" e_tot_ev=-44792.3441 homo_ha="-0.324 / -0.412"
H -0.63 0.57 3.99
C 2.49 -0.39 -1.55
H -1.46 -1.24 -2.47
H 2.57 1.56 -3.52
H 0.42 -2.76 -1.68
H 2.08 -3.50 -1.70
H -3.50 0.95 2.14
H 3.98 -1.19 1.00
C -0.10 2.27 -0.74
H 2.52 -0.97 -2.49
C 1.29 -3.03 -1.07
O -1.49 -1.75 -1.55
H -5.43 0.72 -2.92
C 0.99 2.92 -2.72
H 1.09 3.65 -3.54
H -0.59 4.08 -1.65
H -3.09 -0.01 0.67
P -1.08 0.93 1.68
H 0.29 1.97 3.35
P 1.91 -1.53 -0.20
C -1.02 2.34 0.48
Pt 0.81 0.19 0.83
N 0.67 1.16 -0.85
H 0.96 -3.74 -0.31
C 0.04 3.20 -1.72
H 3.97 -2.84 0.28
C 1.66 0.86 -1.76
N 0.11 -2.06 4.44
H -1.47 2.15 3.77
H -0.72 3.24 1.14
O -0.97 -1.85 3.91
C 3.36 -2.07 0.78
C -0.70 1.48 3.37
H -2.76 -0.68 2.30
O -4.73 0.60 -3.56
H -4.49 1.55 -3.85
C -2.78 0.25 1.69
H 1.67 -0.03 2.00
H -2.35 -2.18 -1.69
H 2.97 -2.46 1.73
H -1.08 -4.30 1.94
O 1.20 -2.21 3.89
H 3.53 -0.15 -1.28
C 1.82 1.80 -2.77
H -1.98 2.48 0.19



[5]
13
Properties=species:S:1:pos:R:3 method="wB97M-V/def2-TZVPD" molar_mass_g_mol=83.1 lumo_energy_ev="-6.30 / -5.79" charge=+1 de_lowest_ev=7.532 homo_lumo_gap_ev="7.1 / 7.7" e_tot_ev=-7228.2065 homo_ha="-0.493 / -0.495"
C -0.08 -0.41 0.01
H 3.37 -0.70 -0.49
H -1.05 -2.07 0.83
H -0.59 -2.18 -0.84
C -0.30 -1.87 0.16
C -0.39 2.11 0.23
H -0.92 2.86 -0.25
H -1.71 0.60 -0.66
N 2.00 0.34 0.28
H 0.71 -2.27 0.45
H 0.42 2.42 0.75
C -0.72 0.81 -0.10
N 3.09 0.18 -0.05



[6]
54
Properties=species:S:1:pos:R:3 method="wB97M-V/def2-TZVPD" molar_mass_g_mol=474.4 lumo_energy_ev=0.04 charge=0 homo_lumo_gap_ev=8.3 e_tot_ev=-105697.1862 homo_ha=-0.303
H -4.10 3.37 1.76
C 2.33 -2.25 2.20
N -1.65 -2.51 0.09
H 2.84 -4.91 0.18
H -6.80 1.15 -0.24
C -0.77 -3.83 -1.76
N -3.64 1.54 0.89
H -5.30 1.10 -1.22
N 1.96 0.74 -0.23
H -2.62 3.33 0.74
H -0.41 -4.14 0.37
C 2.90 -3.90 0.55
N 0.83 1.36 -0.01
H 4.17 -3.24 -1.03
H 3.16 -0.31 1.90
C 2.24 -3.55 1.72
H 5.07 1.20 -1.13
H 0.80 2.38 0.04
O -2.15 -4.01 -2.03
C -2.93 -3.19 0.11
N -2.69 -0.50 0.47
H -3.89 -4.60 -1.23
H 5.52 -1.09 -0.73
C -0.53 -3.30 -0.33
C 4.31 0.60 -0.66
C 3.65 -2.96 -0.13
H -5.46 1.27 1.84
C -3.65 2.98 0.83
O -5.80 2.89 -0.31
H -4.87 -0.13 0.88
H 1.66 -4.28 2.26
H -4.62 4.52 -0.37
C -5.76 1.48 -0.29
H -4.00 3.12 -1.30
C 3.73 -1.64 0.33
H -3.69 -2.47 -0.17
N -1.40 1.48 0.40
C -2.56 0.82 0.57
H -0.42 -3.11 -2.50
H -3.15 -3.56 1.12
C 3.07 1.28 -0.41
C 3.07 -1.31 1.51
C -1.57 -1.18 0.19
C -0.36 0.70 0.15
H -2.46 -5.26 -0.41
N -0.36 -0.62 0.04
C 4.57 -0.69 -0.38
H -0.23 -4.78 -1.90
C -2.89 -4.36 -0.88
Br 3.24 3.27 -0.43
H 0.36 -2.68 -0.29
H 1.82 -1.98 3.11
C -4.97 0.96 0.91
C -4.50 3.43 -0.37